Record 1
17
Properties=species:S:1:pos:R:3 method="wB97M-V/def2-TZVPD" smiles=CO[C@H]1C[C@H]1CO mol_weight_g_mol=102.133 orbital_gap_ev=9.084
C 2.207 0.801 -0.147
O 1.047 0.714 0.644
C 0.503 -0.561 0.765
C -0.712 -0.575 1.611
C -1.040 -0.760 0.188
C -1.544 0.307 -0.719
O -1.452 -0.056 -2.091
H 1.993 0.544 -1.194
H 3.003 0.142 0.225
H 2.548 1.840 -0.101
H 0.668 -1.288 -0.015
H -0.904 -1.360 2.332
H -0.947 0.427 1.972
H -1.286 -1.789 -0.102
H -2.601 0.498 -0.535
H -0.967 1.218 -0.499
H -0.518 -0.103 -2.334

Record 2
17
Properties=species:S:1:pos:R:3 method="wB97M-V/def2-TZVPD" smiles="C=C1COC1.[H][H].C=O" mol_weight_g_mol=102.133 orbital_gap_ev=10.080
C -0.769 0.796 0.805
C 0.079 -0.218 0.826
C 1.516 -0.434 1.227
O 1.336 -1.858 1.133
C -0.036 -1.716 0.720
H -1.825 0.623 0.618
H -0.448 1.814 1.008
H 1.727 -0.101 2.250
H 2.308 -0.074 0.558
H -0.210 -2.138 -0.278
H -0.744 -2.156 1.432
H 0.543 -0.332 -1.888
H 1.063 -0.471 -1.374
C -1.131 1.568 -1.753
O -1.195 0.600 -2.467
H -2.032 1.997 -1.276
H -0.182 2.099 -1.540

Record 3
17
Properties=species:S:1:pos:R:3 method="wB97M-V/def2-TZVPD" smiles="CC(=O)CO.C=C" mol_weight_g_mol=102.133 orbital_gap_ev=10.877
C -0.547 -1.355 -0.562
C 0.547 -0.407 -0.601
O 0.646 0.471 -1.441
C 1.643 -0.591 0.418
O 2.739 0.165 0.026
H 0.281 -1.825 -1.241
H -0.736 -1.999 0.310
H -1.422 -1.143 -1.175
H 1.186 -0.227 1.355
H 1.932 -1.635 0.601
H 2.386 0.743 -0.680
C -1.762 0.828 0.841
C -1.098 1.728 0.128
H -1.416 0.509 1.822
H -2.746 0.483 0.536
H -0.165 2.156 0.486
H -1.470 2.098 -0.823

Record 4
17
Properties=species:S:1:pos:R:3 method="wB97M-V/def2-TZVPD" smiles=C[C@@H]1[C@H](O)C[C@@H]1O mol_weight_g_mol=102.133 orbital_gap_ev=10.636
C 1.010 0.733 -1.161
C 0.816 -0.005 0.157
C -0.092 -1.260 0.039
O -0.289 -1.821 -1.236
C -1.281 -0.430 0.535
C -0.267 0.598 1.081
O -0.520 1.966 0.874
H 1.461 0.071 -1.909
H 1.674 1.592 -1.031
H 0.065 1.100 -1.570
H 1.786 -0.175 0.637
H 0.199 -2.031 0.767
H 0.579 -2.030 -1.603
H -1.994 -0.893 1.224
H -1.813 -0.013 -0.325
H -0.029 0.399 2.136
H -1.306 2.198 1.384